ORCA calculation (ωB97M-V/def2-TZVPD) on a 2-piece molecular cluster, C4H12 overall in a non-equilibrium geometry.

Summary:
Relative energy (zero: lowest compared OMol25 entry of this formula, charge and spin) = 0.4494 eV
HOMO level = -11.4 eV
Structure (SMILES) = CC.CC

XYZ file:
```
16
Properties=species:S:1:pos:R:3:forces:R:3
C 1.75805 0.25277 1.68968 -1.756 1.585 -0.227
C 0.61895 -0.32054 2.53069 -0.233 -0.150 0.432
H 2.41557 -0.42673 1.17619 0.390 -0.399 0.404
H 1.23067 0.80425 0.89737 0.441 -0.047 -0.185
H 2.23691 1.03822 2.27125 0.626 -0.232 -0.153
H 0.84087 -0.33016 3.60221 0.373 -0.799 -0.164
H 0.29979 -1.27960 2.12257 0.015 -0.174 0.483
H -0.27747 0.30650 2.55737 0.139 0.218 -0.605
C -0.57104 -0.48569 -1.99464 0.404 -0.405 -0.938
C -1.72645 0.49085 -2.22763 -0.205 -0.367 0.724
H -0.13041 -0.36018 -1.00855 0.187 0.165 -0.072
H -0.79833 -1.55275 -2.07394 -0.558 0.152 0.034
H 0.17460 -0.36521 -2.78732 0.302 0.261 0.428
H -2.66754 -0.00121 -1.97285 -0.075 0.292 0.091
H -1.83878 0.89731 -3.22903 0.274 -0.224 -0.174
H -1.56539 1.33218 -1.55335 -0.322 0.125 -0.077
```
Positions in Å, forces in eV/Å.

---

ORCA calculation (ωB97M-V/def2-TZVPD) on a 2-piece molecular cluster, C4H12 overall in a non-equilibrium geometry.

Summary:
Relative energy (zero: lowest compared OMol25 entry of this formula, charge and spin) = 0.2708 eV
HOMO level = -11.5 eV
Structure (SMILES) = CC.CC

XYZ file:
```
16
Properties=species:S:1:pos:R:3:forces:R:3
C 1.50369 -2.04963 -1.47623 -0.547 -1.216 0.222
C 1.08550 -2.08687 -0.00182 -1.210 0.673 -0.764
H 2.44479 -1.54215 -1.64597 -0.032 0.379 -0.052
H 1.62679 -3.07494 -1.84583 0.141 0.123 -0.006
H 0.67554 -1.63817 -2.05827 0.354 0.262 -0.114
H 1.88306 -2.30348 0.67801 0.385 -0.057 0.418
H 0.60183 -1.13254 0.21173 0.563 0.276 0.433
H 0.23720 -2.75437 0.17319 0.365 -0.466 -0.141
C -1.12432 2.74353 1.10322 0.175 -0.354 0.429
C -1.37703 1.43189 0.36106 -0.340 -0.317 0.103
H -2.06022 3.19760 1.43168 0.062 0.067 -0.126
H -0.53671 2.54497 1.99752 0.008 0.127 0.154
H -0.57057 3.47098 0.51981 0.038 0.053 -0.165
H -0.71100 0.60514 0.60858 0.483 0.370 0.035
H -2.34152 1.01764 0.65929 -0.216 0.179 -0.330
H -1.33704 1.57040 -0.71597 -0.230 -0.102 -0.095
```
Positions in Å, forces in eV/Å.

---

ORCA calculation (ωB97M-V/def2-TZVPD) on a 2-piece molecular cluster, C4H12 overall in a non-equilibrium geometry.

Summary:
Relative energy (zero: lowest compared OMol25 entry of this formula, charge and spin) = 0.3192 eV
HOMO level = -11.6 eV
Structure (SMILES) = CC.CC

XYZ file:
```
16
Properties=species:S:1:pos:R:3:forces:R:3
C -1.49839 -0.86737 -0.23677 -0.147 0.142 -0.659
C -2.64288 -0.69948 -1.25009 -0.831 -0.501 0.882
H -1.63366 -0.18000 0.59410 0.257 0.069 0.056
H -1.46551 -1.87515 0.16939 -0.013 -0.091 -0.014
H -0.55716 -0.69359 -0.74606 0.226 0.199 0.287
H -3.37385 -1.48108 -1.01645 -0.057 0.017 -0.434
H -2.36671 -0.77286 -2.29675 0.178 -0.069 -0.006
H -3.20713 0.22075 -1.09580 0.282 0.199 -0.136
C 1.82867 0.72428 0.01626 0.095 -0.017 0.942
C 2.31536 0.82038 1.46940 0.626 -0.128 0.424
H 1.01414 1.40009 -0.21460 -0.070 0.274 0.035
H 2.64099 0.91410 -0.67708 0.024 -0.262 -0.198
H 1.43199 -0.28281 -0.05714 0.071 -0.086 -0.633
H 3.15056 1.49523 1.67405 -0.228 0.389 -0.415
H 2.74371 -0.14071 1.77243 -0.267 -0.062 -0.001
H 1.53638 1.07095 2.18897 -0.144 -0.073 -0.129
```
Positions in Å, forces in eV/Å.

---

Orbital gap list, top to bottom, in eV: 12.469; 12.614; 12.728
DFT total energy list, top to bottom, in eV: -4342.0789; -4342.2575; -4342.2091